2 unconnected molecules or ions with the total composition C4H4O2, computed with ωB97M-V with the def2-TZVPD basis set.

Calculated values
- structure (SMILES) = C=C=C.O=C=O
- electronic energy (Ha) = -305.241884
- ΔE to the lowest compared entry with this formula, charge and spin (kcal per mole) = 23.58
- HOMO energy (eV) = -10.02
- orbital gap (hartree) = 0.3942

ORCA input file:
```
! RIJCOSX wB97M-V def2-TZVPD def2/J DEFGRID3
* xyz 0 1
C -0.917 0.507 1.178
C -0.815 0.093 -0.087
C -0.860 -0.514 -1.239
H -1.086 1.603 1.606
H -0.708 -0.219 1.959
H -0.099 -0.596 -1.926
H -1.746 -0.816 -1.619
O 2.232 0.068 1.176
C 2.053 -0.028 0.039
O 1.946 -0.098 -1.087
*
```

***

C4H4O2S in the gas phase, computed with ωB97M-V with the def2-TZVPD basis set.

Calculated values
- structure (SMILES) = Oc1cocc1S
- electronic energy (Ha) = -703.446191
- ΔE to the lowest compared entry with this formula, charge and spin (kcal per mole) = 28.72
- HOMO energy (eV) = -8.49
- orbital gap (hartree) = 0.3316

ORCA input file:
```
! RIJCOSX wB97M-V def2-TZVPD def2/J DEFGRID3
* xyz 0 1
O -0.057 2.198 0.003
C -0.357 0.876 -0.013
C -1.605 0.348 -0.002
O -1.531 -1.025 -0.001
C -0.215 -1.354 -0.011
C 0.562 -0.239 -0.006
S 2.310 -0.061 -0.002
H 0.889 2.287 -0.025
H -2.606 0.768 0.022
H 0.014 -2.411 0.010
H 2.596 -1.387 0.027
*
```

***

2 unconnected molecules or ions with the total composition C4H4O2S, computed with ωB97M-V with the def2-TZVPD basis set.

Calculated values
- structure (SMILES) = C=CC=O.O=C=S
- electronic energy (Ha) = -703.412470
- ΔE to the lowest compared entry with this formula, charge and spin (kcal per mole) = 49.88
- HOMO energy (eV) = -10.20
- orbital gap (hartree) = 0.3426

ORCA input file:
```
! RIJCOSX wB97M-V def2-TZVPD def2/J DEFGRID3
* xyz 0 1
C -0.465 -0.374 0.550
C 0.578 0.290 1.066
C 1.342 1.247 0.236
O 0.920 1.608 -0.853
H -0.716 -0.201 -0.528
H -1.063 -1.230 0.925
H 1.029 0.086 2.168
H 2.216 1.553 0.637
O -2.570 1.086 1.763
C -2.622 0.537 0.717
S -3.161 -0.108 -0.654
*
```

***

C4H4O2S in the gas phase, computed with ωB97M-V with the def2-TZVPD basis set.

Calculated values
- structure (SMILES) = O=C[C@@H]1OC=CS1
- electronic energy (Ha) = -703.388514
- ΔE to the lowest compared entry with this formula, charge and spin (kcal per mole) = 64.91
- HOMO energy (eV) = -8.57
- orbital gap (hartree) = 0.3216

ORCA input file:
```
! RIJCOSX wB97M-V def2-TZVPD def2/J DEFGRID3
* xyz 0 1
O -1.876 -1.479 1.793
C -0.802 -0.956 1.236
C -0.969 -0.045 0.087
O -0.316 -0.493 -1.078
C 0.892 0.145 -1.315
C 1.343 1.078 -0.450
S -0.072 1.426 0.691
H 0.262 -1.223 1.670
H -2.109 0.187 -0.143
H 1.348 -0.385 -2.167
H 2.297 1.744 -0.325
*
```

***

C4H4O2S in the gas phase, computed with ωB97M-V with the def2-TZVPD basis set.

Calculated values
- structure (SMILES) = O=C1O[C@@H]1/C=C/S
- electronic energy (Ha) = -703.387860
- ΔE to the lowest compared entry with this formula, charge and spin (kcal per mole) = 65.32
- HOMO energy (eV) = -8.78
- orbital gap (hartree) = 0.3455

ORCA input file:
```
! RIJCOSX wB97M-V def2-TZVPD def2/J DEFGRID3
* xyz 0 1
O -0.976 -1.442 2.042
C 0.068 -1.145 1.523
O 1.119 -0.405 1.572
C 0.777 -1.056 0.270
C 0.162 -0.144 -0.724
C -0.375 0.995 -0.244
S -1.152 2.328 -1.002
H 1.550 -1.858 -0.137
H 0.241 -0.319 -1.826
H -0.337 1.147 0.926
H -1.077 1.899 -2.400
*
```

***

A molecular structure, C4H4O2S2, computed with ωB97M-V with the def2-TZVPD basis set.

Calculated values
- electronic energy (Ha) = -1101.523388
- ΔE to the lowest compared entry with this formula, charge and spin (kcal per mole) = 86.49
- HOMO energy (eV) = -9.03
- orbital gap (hartree) = 0.2529

ORCA input file:
```
! RIJCOSX wB97M-V def2-TZVPD def2/J DEFGRID3
* xyz 0 1
C -1.168 -1.719 -0.216
C -0.838 -0.554 0.775
C -0.018 0.637 0.154
C 1.434 0.814 -0.023
H -1.666 -1.503 -2.508
H -2.233 -2.203 -0.014
H -0.336 -2.482 -0.052
H 1.583 1.889 -0.401
O -1.080 -1.024 -1.489
O -1.119 -0.559 1.912
S -1.107 1.751 -0.254
S 2.594 -0.382 -0.030
*
```

***

C4H4O2S2 in the gas phase, computed with ωB97M-V with the def2-TZVPD basis set.

Calculated values
- structure (SMILES) = O=CCSC(=O)C=S
- electronic energy (Ha) = -1101.592018
- ΔE to the lowest compared entry with this formula, charge and spin (kcal per mole) = 43.43
- HOMO energy (eV) = -9.49
- orbital gap (hartree) = 0.2854

ORCA input file:
```
! RIJCOSX wB97M-V def2-TZVPD def2/J DEFGRID3
* xyz 0 1
O -0.461 2.161 2.490
C -0.290 1.476 1.550
C 0.061 0.026 1.563
S -0.638 -0.857 0.124
C 0.277 -0.343 -1.161
O 1.304 0.377 -1.090
C -0.237 -1.281 -2.303
S 0.180 -0.994 -3.846
H -0.279 1.775 0.501
H 1.112 0.215 1.549
H -0.071 -0.564 2.540
H -0.958 -1.992 -1.916
*
```

***

A molecular structure, C4H4O2Sn, computed with ωB97M-V with the def2-TZVPD basis set.

Calculated values
- electronic energy (Ha) = -519.270192
- ΔE to the lowest compared entry with this formula, charge and spin (kcal per mole) = 127.23
- HOMO energy (alpha / beta) (eV) = -7.19 / -7.04
- orbital gap (alpha / beta) (hartree) = 0.2290 / 0.2266

ORCA input file:
```
! RIJCOSX wB97M-V def2-TZVPD def2/J DEFGRID3
* xyz 0 1
H 2.921 -0.584 0.051
O -2.095 0.886 0.811
C -0.804 1.249 0.241
C 0.095 0.047 0.529
C 1.445 0.126 0.373
C 1.892 -0.580 -0.675
O 2.058 -0.374 -1.938
Sn -1.428 -0.849 1.495
H -2.764 1.571 0.739
H -0.460 2.178 0.721
H -0.943 1.426 -0.838
*
```